Entry 1:
# C39H89N8O7

A cluster of 8 separate species, C39H89N8O7 in total in a non-equilibrium geometry (ωB97M-V/def2-TZVPD, OMol25).

## Properties
E, eV: -68136.7234
M, g mol⁻¹: 782.2
Frontier orbital gap, Ha: 0.27895
Charge: +1

```
143
C39H89N8O7, DFT ωB97M-V/def2-TZVPD
C 2.085 0.911 -0.228
C 1.488 2.320 -0.190
C 0.881 2.779 -1.525
C -0.361 3.701 -1.429
C -1.535 3.281 -2.322
C -2.385 2.082 -1.822
C -2.253 0.788 -2.632
C -1.188 -0.184 -2.103
C -0.477 -1.052 -3.139
C 0.823 -0.424 -3.640
C 0.775 0.456 -4.904
C 1.573 1.767 -4.797
C 3.066 1.674 -5.162
C 3.988 2.002 -3.979
C 3.780 1.179 -2.700
C 4.153 -0.300 -2.842
C 3.553 -1.263 -1.810
C 4.174 -1.297 -0.415
N 4.736 0.025 0.015
H 1.338 0.147 -0.461
H 2.906 0.854 -0.962
H 2.513 0.652 0.746
H 0.740 2.369 0.608
H 2.295 3.011 0.081
H 1.662 3.325 -2.067
H 0.638 1.899 -2.129
H -0.065 4.714 -1.719
H -0.711 3.757 -0.391
H -2.198 4.148 -2.394
H -1.170 3.075 -3.336
H -3.438 2.380 -1.883
H -2.191 1.905 -0.755
H -3.211 0.257 -2.609
H -2.070 1.045 -3.682
H -0.435 0.375 -1.539
H -1.680 -0.847 -1.385
H -1.148 -1.282 -3.977
H -0.214 -2.000 -2.664
H 1.253 0.159 -2.817
H 1.505 -1.254 -3.859
H -0.263 0.692 -5.157
H 1.154 -0.136 -5.745
H 1.487 2.186 -3.786
H 1.099 2.492 -5.465
H 3.302 0.696 -5.594
H 3.293 2.410 -5.940
H 3.859 3.062 -3.728
H 5.036 1.902 -4.295
H 4.420 1.645 -1.935
H 2.753 1.279 -2.331
H 5.247 -0.402 -2.887
H 3.790 -0.639 -3.817
H 2.479 -1.089 -1.709
H 3.651 -2.280 -2.195
H 3.407 -1.543 0.322
H 4.967 -2.039 -0.311
H 5.064 -0.031 0.980
H 5.576 0.356 -0.495
H 4.029 0.760 -0.008
C 2.412 -5.440 -0.238
C 2.245 -4.792 -1.590
O 1.374 -3.963 -1.813
N 3.097 -5.175 -2.584
C 4.171 -6.146 -2.516
H 1.647 -5.053 0.431
H 2.287 -6.521 -0.307
H 3.401 -5.235 0.180
H 2.910 -4.735 -3.472
H 5.132 -5.694 -2.772
H 3.996 -6.975 -3.204
H 4.241 -6.549 -1.511
C 7.384 2.398 -2.084
C 7.607 2.258 -0.599
O 7.017 1.402 0.080
N 8.474 3.090 -0.013
C 9.260 4.151 -0.622
H 6.664 1.652 -2.407
H 6.999 3.388 -2.331
H 8.313 2.244 -2.633
H 8.579 2.940 0.980
H 10.324 3.964 -0.482
H 9.014 5.112 -0.172
H 9.056 4.206 -1.686
C -2.551 -4.515 1.816
C -1.069 -4.260 1.736
O -0.209 -5.117 1.861
N -0.733 -2.957 1.523
C -1.658 -1.847 1.472
H -2.733 -5.559 2.052
H -2.969 -3.884 2.601
H -3.016 -4.273 0.859
H 0.255 -2.781 1.443
H -1.601 -1.306 0.526
H -1.440 -1.149 2.284
H -2.671 -2.203 1.610
C -4.394 -5.203 5.684
C -4.361 -3.822 5.071
O -3.314 -3.297 4.708
N -5.532 -3.170 4.908
C -6.875 -3.597 5.251
H -3.374 -5.574 5.729
H -4.811 -5.176 6.691
H -4.998 -5.884 5.082
H -5.428 -2.262 4.472
H -7.510 -3.634 4.369
H -7.330 -2.901 5.956
H -6.859 -4.583 5.706
C -12.140 -2.392 4.182
C -10.633 -2.266 4.200
O -9.916 -3.179 4.572
N -10.098 -1.088 3.782
C -10.789 0.094 3.313
H -12.394 -3.384 4.541
H -12.606 -1.648 4.828
H -12.534 -2.267 3.172
H -9.089 -1.064 3.811
H -10.499 0.337 2.289
H -10.565 0.956 3.944
H -11.862 -0.070 3.332
C -6.319 -0.074 1.499
C -5.560 -0.164 2.804
O -5.888 -0.939 3.690
N -4.487 0.657 2.957
C -3.932 1.613 2.023
H -7.135 -0.789 1.538
H -6.725 0.926 1.348
H -5.675 -0.316 0.652
H -4.027 0.550 3.848
H -2.902 1.338 1.780
H -3.927 2.619 2.446
H -4.505 1.631 1.101
C 5.706 4.785 0.990
C 5.637 6.263 0.654
O 6.577 6.841 0.143
N 4.476 6.909 0.945
C 3.276 6.349 1.532
H 6.688 4.428 0.696
H 5.570 4.615 2.058
H 4.941 4.224 0.451
H 4.483 7.889 0.706
H 2.435 6.463 0.846
H 3.023 6.838 2.474
H 3.425 5.291 1.720
```

***

Entry 2:
# C4H13N2O2

A cluster of 2 separate species, C4H13N2O2 in total (ωB97M-V/def2-TZVPD, OMol25).

## Properties
Relative energy (zero: lowest compared OMol25 entry of this formula, charge and spin), kcal per mole: 24.0
E, eV: -11414.2132
M, g mol⁻¹: 121.2
Frontier orbital gap (alpha / beta), Ha: 0.29201 / 0.11471
2S+1: 2
Charge: +2

```
21
C4H13N2O2, DFT ωB97M-V/def2-TZVPD
N 1.678 0.706 1.476
C 1.091 2.104 1.577
C 0.249 2.459 0.357
N -0.452 3.693 0.690
H 0.945 0.010 1.333
H 2.361 0.662 0.719
H 2.159 0.462 2.344
H 0.453 2.113 2.459
H 1.903 2.812 1.743
H 0.886 2.617 -0.511
H -0.429 1.622 0.132
H -0.758 4.136 -0.169
H -1.313 3.452 1.170
O -1.085 -3.739 -1.054
C -0.761 -2.542 -1.177
O -1.034 -1.894 -2.245
C -0.043 -1.791 -0.095
H -1.514 -2.439 -2.914
H 0.731 -1.199 -0.575
H 0.381 -2.497 0.618
H -0.765 -1.164 0.436
```

***

Entry 3:
# C2HOS2

The ion C2HOS2 with charge -1 in a non-equilibrium geometry (ωB97M-V/def2-TZVPD, OMol25).

## Properties
Relative energy (zero: lowest compared OMol25 entry of this formula, charge and spin), kcal per mole: 5.7
E, eV: -25808.5726
SMILES: O=C1S[C@@H]1[S-]
M, g mol⁻¹: 105.2
Frontier orbital gap, Ha: 0.25967
Charge: -1

```
6
C2HOS2, DFT ωB97M-V/def2-TZVPD
C 0.567 -0.093 0.112
C -0.748 0.071 -0.515
O -1.436 0.313 -1.459
S 1.825 1.025 0.540
S -1.189 -0.279 1.175
H 0.980 -1.038 0.147
```